The following is a quantum chemistry calculation of C6H11OP in the gas phase in a non-equilibrium geometry, from OMol25.

XYZ file:
```
19
C6H11OP | OMol25 | ωB97M-V/def2-TZVPD
C 1.25 1.44 0.67
C 0.51 0.15 0.94
C 1.32 -1.11 0.57
C 0.25 -2.12 0.21
C -0.94 -1.80 -0.26
P -1.10 0.03 0.08
C -1.50 1.26 -1.76
O -2.23 0.48 0.88
H 0.91 1.78 -0.31
H 2.40 1.37 0.82
H 0.74 2.19 1.41
H 0.11 0.12 1.93
H 1.96 -1.45 1.38
H 1.98 -0.84 -0.21
H 0.64 -3.18 0.18
H -1.72 -2.53 -0.40
H -0.64 1.77 -2.15
H -1.65 0.60 -2.57
H -2.30 1.85 -1.39
```

Results
- Structure (SMILES): C[C@@H]1CC=C[P@@]1(C)=O
- LUMO energy: 0.77 eV
- Maximum force: 0.077 Eh/bohr
- Orbital gap: 0.3645 Eh
- HOMO level: -9.2 eV
- Total energy: -17735.146 eV
- Energy above the lowest of the compared OMol25 structures with the same formula, charge and spin: 173.1 kJ/mol

Atom charges from the natural (NBO) analysis, given in e for atoms 1 to 4:
1. C -0.62
2. C -0.57
3. C -0.45
4. C -0.13

The following is a quantum chemistry calculation of a molecular structure, C5H8N2 in a non-equilibrium geometry, from OMol25.

XYZ file:
```
15
C5H8N2 | OMol25 | ωB97M-V/def2-TZVPD
C 0.34 0.26 -1.54
C -0.66 -0.24 -0.83
C 1.83 0.13 0.40
C 1.50 0.91 -0.86
C -1.50 -0.94 1.33
N 1.01 -0.40 1.17
N -0.67 -0.07 0.49
H 0.49 0.22 -2.62
H -1.60 -0.70 -1.21
H 2.93 0.00 0.56
H 2.49 1.00 -1.37
H 1.16 1.82 -0.46
H -0.71 -1.54 1.69
H -1.94 -0.41 2.23
H -2.29 -1.55 0.81
```

Results
- LUMO energy (alpha / beta): 0.83 / 0.83 eV
- Maximum force: 0.066 Eh/bohr
- Orbital gap (alpha / beta): 0.3247 / 0.3246 Eh
- HOMO level (alpha / beta): -8.0 / -8.0 eV
- Total energy: -8291.397 eV
- Energy above the lowest of the compared OMol25 structures with the same formula, charge and spin: 347.3 kJ/mol

Atom charges from the natural (NBO) analysis, given in e for atoms 1 to 4:
1. C -0.27
2. C -0.04
3. C 0.08
4. C -0.50

The following is a quantum chemistry calculation of a molecular structure, C40H33N6O3RuS5 in a non-equilibrium geometry, from OMol25.

XYZ file:
```
88
C40H33N6O3RuS5 | OMol25 | ωB97M-V/def2-TZVPD
Ru -0.06 -0.21 -0.13
N -0.13 -0.98 -4.26
C 0.33 -0.93 -3.00
S -0.26 -2.09 -1.85
N 1.27 -0.07 -2.74
N 1.62 -0.03 -1.42
C 2.81 0.41 -1.19
C 3.68 0.86 -2.31
C 3.38 2.05 -2.97
C 4.17 2.48 -4.02
C 5.25 1.71 -4.44
C 5.53 0.51 -3.81
C 4.75 0.08 -2.74
C 3.33 0.41 0.19
C 4.65 0.78 0.46
C 5.13 0.67 1.76
C 4.27 0.23 2.75
C 2.96 -0.06 2.40
N 2.50 0.02 1.16
H -0.80 -1.69 -4.52
H 0.25 -0.36 -4.95
H 2.52 2.63 -2.64
H 3.93 3.41 -4.52
H 5.87 2.05 -5.27
H 6.37 -0.10 -4.15
H 4.96 -0.86 -2.26
H 5.29 1.12 -0.34
H 6.16 0.92 1.99
H 4.59 0.11 3.78
H 2.25 -0.39 3.16
C 1.77 3.39 1.47
C 0.64 2.69 0.75
O 0.25 1.61 1.20
C 0.09 3.32 -0.44
C 0.20 4.71 -0.62
C -0.35 5.35 -1.70
C -1.02 4.58 -2.67
C -1.13 3.22 -2.54
C -0.59 2.54 -1.42
O -0.71 1.26 -1.38
H 2.21 2.70 2.18
H 1.38 4.25 2.03
H 2.53 3.74 0.77
H 0.69 5.30 0.15
H -0.27 6.42 -1.80
H -1.45 5.07 -3.54
H -1.64 2.62 -3.28
N 0.29 -4.10 5.72
C 0.74 -4.48 4.51
S 1.50 -5.93 4.35
C 0.57 -3.52 3.38
C 0.02 -2.26 3.56
C -0.08 -1.39 2.49
N 0.31 -1.71 1.26
C 0.84 -2.92 1.07
C 0.98 -3.83 2.09
H 0.25 -4.82 6.41
H -0.41 -3.38 5.78
H -0.33 -1.92 4.52
H -0.50 -0.40 2.61
H 1.15 -3.15 0.06
H 1.41 -4.81 1.90
O -1.90 -0.30 0.61
C -3.19 -0.79 0.44
C -3.48 -1.38 -0.95
C -3.58 -0.66 -2.10
C -3.96 -1.45 -3.22
C -4.12 -2.76 -2.90
S -3.83 -3.04 -1.24
C -3.44 -1.84 1.54
C -2.75 -3.00 1.72
C -3.15 -3.72 2.88
C -4.14 -3.09 3.56
S -4.59 -1.62 2.80
C -4.15 0.39 0.58
C -5.51 0.42 0.53
C -6.03 1.74 0.63
C -5.04 2.68 0.74
S -3.48 1.96 0.73
H -3.39 0.41 -2.14
H -4.11 -1.05 -4.21
H -4.40 -3.58 -3.54
H -1.98 -3.35 1.03
H -2.71 -4.67 3.18
H -4.64 -3.40 4.46
H -6.12 -0.47 0.41
H -7.08 1.98 0.62
H -5.14 3.75 0.83
```

Results
- Multiplicity: 2
- LUMO energy (alpha / beta): -0.89 / -1.03 eV
- Maximum force: 0.033 Eh/bohr
- Orbital gap (alpha / beta): 0.2389 / 0.2308 Eh
- HOMO level (alpha / beta): -7.4 / -7.3 eV
- Total energy: -113857.036 eV
- Energy above the lowest of the compared OMol25 structures with the same formula, charge and spin: 0.0 kJ/mol

Atom charges from the Löwdin analysis, given in e for atoms 1 to 4:
1. Ru 1.30
2. N 0.11
3. C -0.84
4. S 0.71

The following is a quantum chemistry calculation of a molecular structure, C6H10O, from OMol25.

XYZ file:
```
17
C6H10O | OMol25 | ωB97M-V/def2-TZVPD
C 1.70 -0.84 -0.06
C 0.35 -0.14 0.02
C -0.53 0.18 -1.22
C -1.59 0.37 -0.12
C -0.93 -0.80 0.62
O -1.11 1.52 0.59
C 0.28 1.21 0.73
H 2.21 -0.61 -1.00
H 1.59 -1.92 0.01
H 2.36 -0.53 0.76
H -0.27 1.06 -1.82
H -0.70 -0.69 -1.85
H -2.66 0.47 -0.30
H -1.14 -1.77 0.16
H -1.04 -0.84 1.70
H 0.89 1.99 0.25
H 0.56 1.15 1.79
```

Results
- LUMO energy: 0.92 eV
- Maximum force: 0.007 Eh/bohr
- Orbital gap: 0.3784 Eh
- HOMO level: -9.4 eV
- Total energy: -8430.287 eV
- Energy above the lowest of the compared OMol25 structures with the same formula, charge and spin: 91.9 kJ/mol

Atom charges from the natural (NBO) analysis, given in e for atoms 1 to 4:
1. C -0.62
2. C -0.06
3. C -0.42
4. C 0.09

The following is a quantum chemistry calculation of 2 unconnected molecules or ions with the total composition C28H43BCl2F4N2O11PS in a non-equilibrium geometry, from OMol25.

XYZ file:
```
93
C28H43BCl2F4N2O11PS | OMol25 | ωB97M-V/def2-TZVPD
C 1.72 3.28 -0.89
C 0.58 2.88 -0.04
N -0.73 2.22 -0.51
B -1.76 2.75 0.50
O -1.56 4.07 1.21
O -3.04 2.11 0.87
C -0.44 0.72 -0.34
C 0.21 0.28 1.08
C 1.85 -0.06 1.02
C 2.23 -1.40 0.19
N 3.71 -1.55 -0.15
C 4.58 -1.59 1.10
C 5.50 -0.20 1.04
C 6.68 -0.18 -0.14
C 7.61 1.18 -0.29
C 7.31 2.43 0.74
C 6.17 2.38 1.93
C 5.24 1.03 2.09
O 4.24 1.02 3.17
C -1.68 -0.22 -0.88
C -1.30 -1.85 -0.91
C -2.61 -2.71 -0.31
C -2.68 -2.54 1.35
C -4.22 -2.72 1.93
O -5.25 -3.03 1.12
O -4.46 -2.49 3.39
C -4.44 -1.05 3.70
C -2.97 -0.54 4.29
O -2.14 0.07 -2.22
C -2.23 1.47 -2.60
C -1.85 1.44 -4.23
C -1.19 0.00 -4.73
C 0.37 -0.22 -4.21
F 0.82 -1.21 -3.21
C 1.45 0.62 -4.86
F 2.90 0.23 -4.69
F 1.19 1.81 -5.70
S -3.99 1.99 -2.35
O -4.65 0.91 -1.40
O -4.25 3.37 -1.72
F -5.00 1.94 -3.77
C -1.06 2.47 -1.96
P -1.16 4.28 -2.54
O -1.34 5.41 -1.48
O -2.41 4.56 -3.78
O 0.34 4.70 -3.41
H 1.95 4.42 -1.10
H 2.46 2.50 -1.40
H 0.79 3.00 1.13
H -1.54 3.85 2.20
H -3.82 2.73 0.78
H 0.44 0.51 -1.14
H -0.28 -0.75 1.45
H 0.10 1.01 1.98
H 2.47 0.91 0.70
H 2.16 -0.24 2.16
H 1.97 -2.33 0.89
H 1.58 -1.44 -0.78
H 3.87 -2.37 -0.77
H 3.98 -1.70 2.10
H 5.25 -2.57 1.00
H 6.83 -1.11 -0.84
H 8.45 1.26 -1.11
H 7.94 3.41 0.62
H 5.97 3.28 2.66
H 3.44 1.59 2.94
H -2.64 -0.20 -0.17
H -1.19 -2.25 -2.03
H -0.41 -2.13 -0.22
H -3.61 -2.43 -0.84
H -2.31 -3.85 -0.47
H -1.90 -3.23 1.91
H -2.37 -1.43 1.62
H -4.81 -0.37 2.82
H -5.22 -0.89 4.58
H -3.10 0.36 5.07
H -2.38 -1.39 4.84
H -2.29 -0.12 3.43
H -2.77 1.63 -4.93
H -1.04 2.24 -4.53
H -1.09 0.12 -5.91
H -1.89 -0.93 -4.59
H -0.10 2.06 -2.55
H -1.95 4.47 -4.69
H 0.73 3.80 -3.70
Cl -0.63 -4.19 4.00
C -1.29 -5.62 3.17
C -1.41 -6.82 4.09
Cl 0.18 -7.46 4.57
H -0.65 -5.83 2.30
H -2.28 -5.34 2.79
H -1.94 -7.63 3.58
H -1.96 -6.57 5.00
```

Results
- Total charge: +1
- LUMO energy: -5.21 eV
- Maximum force: 0.205 Eh/bohr
- Orbital gap: 0.1918 Eh
- HOMO level: -10.4 eV
- Total energy: -111920.127 eV

Atom charges from the Löwdin analysis, given in e for atoms 1 to 4:
1. C 0.06
2. C -0.08
3. N -0.07
4. B -0.46

Look up the maximum force of the second one. 0.066 Eh/bohr